{"formula": "C46H121N7O14", "method": "ωB97M-V/def2-TZVPD", "species": ["C", "C", "C", "O", "H", "H", "H", "H", "H", "H", "H", "H", "C", "C", "C", "O", "H", "H", "H", "H", "H", "H", "H", "H", "C", "C", "C", "O", "H", "H", "H", "H", "H", "H", "H", "H", "C", "C", "C", "O", "H", "H", "H", "H", "H", "H", "H", "H", "C", "O", "C", "C", "N", "C", "C", "O", "C", "H", "H", "H", "H", "H", "H", "H", "H", "H", "H", "H", "H", "H", "H", "H", "C", "O", "C", "C", "N", "C", "C", "O", "C", "H", "H", "H", "H", "H", "H", "H", "H", "H", "H", "H", "H", "H", "H", "H", "C", "O", "C", "C", "N", "C", "C", "O", "C", "H", "H", "H", "H", "H", "H", "H", "H", "H", "H", "H", "H", "H", "H", "H", "C", "C", "C", "O", "C", "N", "H", "H", "H", "H", "H", "H", "H", "H", "H", "H", "H", "C", "C", "C", "O", "C", "N", "H", "H", "H", "H", "H", "H", "H", "H", "H", "H", "H", "C", "C", "C", "O", "C", "N", "H", "H", "H", "H", "H", "H", "H", "H", "H", "H", "H", "C", "C", "C", "O", "C", "N", "H", "H", "H", "H", "H", "H", "H", "H", "H", "H", "H"], "coordinates": [[2.18696, 0.39117, -21.89374], [0.95536, 1.06614, -21.31607], [1.11135, 2.64466, -20.97401], [0.10074, 0.91546, -22.47789], [1.81843, -0.53174, -22.34153], [2.87081, 0.22922, -21.06054], [2.64413, 0.96815, -22.69760], [0.34967, 0.46312, -20.63961], [0.18420, 3.02879, -20.54862], [1.39639, 3.01612, -21.95832], [1.88368, 2.88360, -20.24290], [0.57726, 1.25325, -23.23974], [3.98182, 8.24328, -19.82854], [2.84492, 7.23774, -19.45399], [2.22331, 6.45894, -20.54693], [3.35864, 6.23490, -18.67687], [4.90404, 7.73800, -20.11544], [4.22873, 8.91927, -19.00990], [3.82343, 8.95965, -20.63465], [2.00847, 7.80123, -19.04056], [1.42110, 5.81282, -20.19042], [3.00504, 5.98257, -21.13860], [1.65486, 6.94384, -21.34055], [3.77949, 6.67858, -17.93684], [5.30120, 3.68140, -26.68047], [3.88785, 3.15031, -26.28320], [3.78973, 1.75568, -25.71070], [2.91276, 3.90763, -25.59805], [5.38740, 4.15362, -27.65908], [6.06118, 2.90029, -26.66050], [5.73426, 4.28947, -25.88623], [3.33727, 3.04126, -27.21757], [3.71736, 1.83874, -24.62628], [4.58901, 1.05746, -25.95919], [2.92764, 1.21131, -26.09613], [2.58396, 4.69980, -26.02928], [4.86869, -4.53130, -21.35284], [5.06442, -3.51976, -20.25517], [4.00988, -2.44444, -20.22197], [5.18275, -4.26905, -19.05786], [4.76868, -4.08648, -22.34291], [4.06066, -5.22558, -21.12227], [5.69794, -5.23701, -21.40194], [5.97262, -2.96562, -20.49228], [4.08206, -1.98040, -21.20561], [4.12116, -1.65982, -19.47358], [3.06944, -2.99524, -20.20557], [5.26944, -3.58561, -18.38928], [9.81032, 3.97005, -23.75835], [8.79910, 4.49972, -22.94238], [7.88867, 5.31537, -23.65588], [6.98102, 6.03393, -22.72249], [6.14796, 5.15374, -22.00574], [5.11168, 4.38226, -22.71539], [4.57800, 3.18395, -21.95443], [5.56698, 2.24090, -21.47836], [6.43196, 1.79713, -22.44739], [10.50404, 4.77005, -24.01692], [9.28818, 3.54631, -24.61621], [10.36690, 3.24281, -23.16724], [7.32871, 4.87085, -24.47864], [8.52222, 6.05449, -24.14620], [6.39991, 6.81879, -23.20663], [7.57675, 6.62442, -22.02641], [6.74745, 4.48241, -21.54746], [5.65912, 4.19721, -23.63959], [4.27326, 5.05401, -22.89955], [3.80143, 2.68033, -22.53011], [4.04735, 3.69459, -21.15084], [7.00183, 2.63608, -22.84679], [5.92679, 1.39964, -23.32768], [6.85627, 0.85888, -22.08998], [5.05280, 2.40870, -18.26912], [5.05827, 1.97784, -16.85947], [6.27365, 2.26590, -16.14374], [6.51419, 3.67021, -15.42959], [6.18056, 4.83254, -16.26900], [6.65372, 6.17923, -15.74587], [5.96876, 7.27977, -16.69027], [4.55943, 7.44228, -16.48965], [4.20148, 8.41152, -15.50412], [4.31369, 1.99590, -18.95571], [6.00112, 2.25624, -18.78442], [4.98112, 3.49284, -18.18191], [7.18566, 2.01544, -16.68559], [6.22997, 1.52445, -15.34595], [7.58545, 3.84435, -15.32867], [6.10317, 3.80024, -14.42845], [5.29874, 4.88810, -16.75828], [7.73472, 6.04373, -15.78009], [6.53192, 6.28485, -14.66787], [6.19517, 7.28058, -17.75649], [6.38451, 8.25579, -16.43996], [4.50947, 9.39098, -15.87003], [4.64669, 8.14608, -14.54525], [3.12336, 8.50775, -15.63256], [-3.19759, 2.07657, -22.27955], [-4.25761, 1.77693, -21.52178], [-4.17004, 2.24419, -20.15230], [-3.89090, 3.68610, -19.88283], [-5.12350, 4.37869, -20.19673], [-4.83744, 5.81593, -20.46778], [-5.99247, 6.37600, -21.33717], [-6.05062, 5.68374, -22.54352], [-7.23887, 6.09306, -23.30960], [-3.25973, 1.65275, -23.28186], [-2.23738, 1.74528, -21.88415], [-3.15047, 3.15967, -22.39256], [-3.45284, 1.60069, -19.64275], [-5.14913, 1.93863, -19.78336], [-3.04085, 3.99477, -20.49130], [-3.69577, 3.85691, -18.82413], [-5.38806, 4.04681, -21.11322], [-3.97734, 6.02119, -21.10511], [-4.70437, 6.28231, -19.49162], [-5.84795, 7.43567, -21.54768], [-6.94766, 6.27388, -20.82211], [-7.18588, 7.13215, -23.63457], [-8.13666, 5.93363, -22.71242], [-7.41586, 5.59551, -24.26313], [-0.62736, -2.32569, -24.13325], [-1.52037, -1.92334, -25.31586], [-0.97014, -1.38882, -26.68089], [-0.20111, -0.20216, -26.65136], [0.27982, -0.00608, -27.96580], [-2.24326, -3.14295, -25.69625], [-1.18309, -2.69155, -23.26988], [0.00969, -1.50722, -23.79802], [-0.05202, -3.21006, -24.40708], [-2.31944, -1.25014, -25.00543], [-1.74586, -1.38796, -27.44664], [-0.32616, -2.19759, -27.02625], [0.86124, -0.89092, -28.22490], [0.88500, 0.90027, -27.98549], [-0.54644, 0.05503, -28.67407], [-2.67940, -2.82377, -26.54947], [-1.56287, -3.77263, -26.09710], [5.57796, -5.57571, -24.91097], [5.85544, -4.04740, -25.07661], [4.63425, -3.07139, -24.94861], [3.47359, -3.20286, -25.76059], [2.65569, -1.99188, -25.92195], [6.92009, -3.73032, -24.16633], [4.77179, -5.81809, -24.21853], [6.40248, -6.23314, -24.63520], [5.14057, -6.17937, -25.70619], [6.10374, -3.92785, -26.13120], [4.97241, -2.06595, -25.19929], [4.23890, -3.13745, -23.93499], [1.85867, -2.20646, -26.63384], [3.17714, -1.13596, -26.35041], [2.24606, -1.78008, -24.93429], [7.12105, -2.74113, -24.13149], [7.77006, -4.19057, -24.45928], [-1.30711, 2.80102, -17.52472], [-0.59384, 4.09591, -17.82872], [-1.04785, 5.27672, -16.84495], [-2.47865, 5.39344, -16.77949], [-3.00785, 6.26033, -15.86934], [0.78871, 3.62829, -17.68272], [-1.34969, 2.32285, -16.54613], [-0.99247, 1.98415, -18.17419], [-2.35382, 2.86957, -17.82103], [-0.60327, 4.43904, -18.86326], [-0.62870, 6.24396, -17.12215], [-0.66223, 5.00509, -15.86229], [-2.55386, 6.15239, -14.88427], [-4.01163, 5.87373, -15.69308], [-2.92726, 7.32932, -16.06652], [0.84732, 3.31427, -16.72458], [1.46004, 4.35059, -17.90109], [0.85793, 6.15708, -24.07921], [-0.22510, 5.48900, -24.97157], [-1.04145, 4.27409, -24.29496], [-1.82395, 3.53032, -25.28516], [-1.16880, 2.76976, -26.23543], [-1.17201, 6.53630, -25.41001], [1.84886, 5.70310, -24.07152], [0.52188, 6.19630, -23.04305], [1.09117, 7.15536, -24.44954], [0.36107, 4.95178, -25.71715], [-1.62150, 4.78006, -23.52317], [-0.29457, 3.71166, -23.73466], [-1.67632, 2.59855, -27.18474], [-1.15577, 1.80731, -25.72393], [-0.10288, 2.98895, -26.29775], [-1.75475, 6.83299, -24.64029], [-1.90025, 6.01091, -25.87233]], "forces_ev_per_angstrom": [[0.2, -0.2, 1.9], [-0.5, 1.3, -2.0], [0.0, -2.6, -0.1], [-1.4, 0.9, 0.0], [0.4, -0.2, 0.3], [0.6, -0.3, -0.4], [0.0, 0.3, 0.2], [0.8, 0.2, 0.8], [-0.1, 0.1, -0.5], [-0.2, 0.7, 0.1], [0.2, -0.3, -0.1], [0.0, 0.1, -0.2], [0.0, 0.2, -0.2], [0.0, 1.6, -1.7], [-0.7, -0.1, -2.6], [0.4, -0.7, 1.6], [-0.1, -0.4, 0.1], [-0.1, -0.3, 0.5], [-0.7, -0.3, -0.3], [0.0, 0.2, 0.9], [0.6, -0.7, 0.4], [0.0, -0.8, 0.3], [0.2, 1.2, 0.2], [0.3, -0.1, 0.8], [0.1, -0.2, 1.6], [-0.9, -0.7, -3.2], [0.3, -0.6, 0.7], [0.4, 0.7, 2.2], [-0.4, 0.2, 0.2], [-0.4, -0.6, -0.3], [-0.4, 0.7, -0.1], [0.7, -0.2, -0.9], [0.0, -0.3, 0.1], [0.5, 0.5, 0.0], [-0.4, 0.4, 0.3], [0.5, -0.1, -0.5], [0.0, -0.8, -0.2], [0.7, 0.1, -0.6], [-0.5, -0.8, -0.9], [0.0, 0.6, 0.2], [-0.1, -0.1, 0.3], [-0.6, 0.4, -0.1], [0.5, 0.4, 0.0], [0.7, -0.2, 0.3], [-0.2, 0.3, 0.0], [-0.1, -0.3, 0.2], [-0.5, 0.6, 0.4], [0.1, -0.3, 0.6], [-0.4, 0.3, 0.3], [-1.1, -0.3, 0.7], [1.6, 1.4, -0.8], [0.0, 0.8, 0.0], [-1.4, -1.2, 2.6], [1.7, 1.1, -0.8], [0.6, 0.5, 0.0], [-1.9, 1.3, 1.1], [-0.5, -0.7, -1.4], [0.1, 0.0, -0.5], [0.7, -0.3, -0.4], [-0.2, -0.2, -0.2], [0.1, -0.9, 0.1], [0.0, 0.5, -0.4], [-0.2, -0.2, -0.6], [0.2, -0.2, 0.3], [0.0, 0.0, 0.4], [-1.1, -0.9, -0.8], [-0.2, -0.1, -0.3], [0.2, -0.1, -0.3], [0.3, -0.7, 0.8], [1.1, -0.5, 0.3], [-0.8, 0.1, -0.4], [1.1, 0.7, 0.4], [1.1, 1.3, 1.2], [0.5, 0.2, -1.2], [-0.3, 0.2, 1.1], [-0.5, 0.9, -1.8], [0.4, 1.1, 0.2], [-1.2, -2.1, -2.3], [1.1, 1.1, 2.0], [0.5, -0.8, -0.2], [0.0, 0.0, -1.6], [-0.5, -0.3, 0.9], [0.3, -0.4, 0.3], [-0.5, 0.1, -0.7], [-0.2, 0.2, -0.7], [0.1, 0.1, 0.2], [0.4, -0.8, 0.3], [-0.5, -0.6, 0.2], [-0.2, -0.3, 0.6], [0.3, 1.0, -0.7], [-1.0, 0.5, 0.2], [-0.2, -1.2, 0.0], [0.4, 0.2, 0.4], [0.7, 0.2, 0.3], [-0.6, 0.2, 0.2], [-0.1, -0.5, 1.0], [2.1, 1.1, -1.5], [-2.2, -0.2, 2.0], [-0.1, -2.2, -0.1], [-0.9, -0.3, 0.0], [0.7, 1.9, -1.2], [-1.5, -0.4, -0.5], [0.0, 0.4, 1.3], [-1.2, -0.3, -2.0], [0.6, 0.0, 0.5], [-0.4, -0.1, 0.0], [0.2, -0.2, 0.3], [0.4, 0.3, -0.4], [0.4, 0.0, 0.1], [0.0, 0.4, 0.3], [0.3, 0.3, 0.1], [0.3, -0.2, -0.1], [-0.4, -0.4, -0.2], [0.7, -0.4, 0.2], [-0.2, 0.5, -0.2], [0.2, 0.3, 0.2], [-0.2, 0.0, 0.3], [0.2, 0.4, 0.5], [0.0, 0.1, 0.2], [0.8, -0.8, 0.3], [0.4, 0.4, -0.5], [-0.8, 0.0, -0.1], [1.3, -0.8, 1.7], [-0.6, -0.2, -0.2], [0.1, 0.0, 0.4], [-0.2, 0.2, -0.7], [-0.5, 0.4, -0.2], [0.1, -0.1, 0.0], [0.5, 0.2, -0.3], [0.2, 0.3, 0.4], [-0.5, 0.6, 0.1], [0.5, -0.3, -0.2], [0.4, 0.1, -0.4], [0.0, -0.1, -0.1], [-0.1, 0.2, -0.2], [-1.1, -0.5, -0.2], [0.4, -0.6, 0.3], [-1.5, -0.8, 0.2], [-1.5, -1.6, -2.0], [-0.5, 0.5, 0.9], [-0.3, -0.3, -1.6], [0.8, -1.5, 0.6], [0.1, 0.7, 0.5], [0.2, 0.6, 0.9], [0.5, 0.7, 0.3], [0.2, 0.9, -1.2], [0.6, 0.1, -0.3], [0.7, 0.2, 0.6], [0.4, 0.4, 0.4], [0.0, -0.4, 0.3], [0.5, 0.0, 0.3], [-0.2, 0.5, -0.1], [0.0, 0.2, -0.1], [0.0, -0.1, 0.0], [-2.7, -0.8, -1.6], [0.7, 0.0, 1.2], [-0.3, -0.9, -0.5], [1.4, -1.2, -1.8], [-0.4, -0.1, 1.9], [0.0, 1.0, 0.3], [0.6, 0.9, 0.5], [0.6, 0.2, -0.2], [-0.2, 0.2, 0.4], [-1.0, -0.2, -0.1], [0.3, 0.1, -0.2], [0.0, 0.0, 0.3], [0.5, -0.2, 0.3], [-0.4, 0.8, -0.3], [-0.3, 0.1, -0.6], [0.8, 0.0, 0.1], [0.4, 0.2, 0.3], [-0.3, -0.3, 0.1], [-0.1, -0.7, 1.5], [1.6, 1.3, -1.3], [-0.9, 3.2, 1.9], [1.3, -2.2, 1.7], [0.1, -1.0, -0.9], [-0.2, -0.7, 0.0], [0.0, 0.3, 0.1], [-0.5, 0.2, 0.1], [-0.5, 0.7, -1.1], [-1.0, -0.6, -0.3], [-0.1, -0.9, -0.2], [-0.1, 0.8, 0.1], [0.2, -0.7, -0.7], [0.0, 0.5, -0.7], [0.5, 0.4, 0.9], [-0.2, -0.1, -1.0]], "charge": 0, "e_homo_ev": -8.35, "lumo_ev": 0.377, "smiles": "COC[C@H](C)N.COC[C@H](C)N.COC[C@H](C)N.COC[C@H](C)N.COCCNCCOC.COCCNCCOC.COCCNCCOC.CC(C)O.CC(C)O.CC(C)O.CC(C)O", "multiplicity": 1, "fmax_ha_per_bohr": 0.074}

***

{"formula": "C5H9NO3", "method": "ωB97M-V/def2-TZVPD", "species": ["C", "C", "C", "C", "C", "H", "H", "H", "H", "H", "H", "H", "H", "H", "N", "O", "O", "O"], "coordinates": [[1.04848, -1.91033, 0.17988], [-0.38222, -1.39871, -0.00365], [-1.13500, 0.13617, 1.62897], [-0.61989, 1.32601, 1.11015], [-0.00429, 1.60964, -0.10976], [2.81625, -0.96565, -0.24085], [1.23089, -2.81309, -0.57938], [1.22405, -2.18596, 1.52025], [-0.42847, -0.57863, -0.70145], [-1.00434, -2.07304, -0.69148], [-1.47586, 0.30131, 2.63266], [-1.02372, 2.14868, 1.68821], [0.85044, 2.36832, -0.21485], [-0.49532, 1.16709, -3.01675], [-0.43888, 1.14388, -1.17669], [1.94345, -0.65301, 0.00185], [-1.29251, -1.16652, 1.18903], [0.34103, 1.32542, -2.31502]], "forces_ev_per_angstrom": [[0.9, 0.9, 3.2], [-2.4, -2.3, -1.0], [0.6, 1.2, -1.0], [-2.5, -2.8, 2.5], [2.9, 3.0, -1.5], [0.2, -0.1, 0.0], [0.1, 2.2, 1.9], [-0.6, 0.2, -4.4], [0.4, 0.6, 0.7], [0.9, -0.1, 1.5], [-0.7, -0.6, 0.3], [0.8, 0.2, 0.3], [-0.9, -1.2, 0.6], [3.9, 0.7, 2.3], [-1.2, -1.1, -1.3], [-1.7, -2.6, -0.1], [2.9, 1.8, -1.2], [-3.8, -0.1, -2.8]], "charge": 0, "e_homo_ev": -8.58, "lumo_ev": 0.763, "multiplicity": 1, "fmax_ha_per_bohr": 0.091}

***

{"formula": "C10H8N4OS", "method": "ωB97M-V/def2-TZVPD", "species": ["N", "O", "N", "N", "S", "C", "C", "C", "C", "C", "C", "C", "C", "C", "N", "C", "H", "H", "H", "H", "H", "H", "H", "H"], "coordinates": [[4.77499, 1.08535, 2.75432], [1.54892, -1.57998, -0.47527], [4.43290, 2.82420, 0.95426], [4.62599, 1.90522, 1.82206], [0.85727, 2.13692, -0.09876], [1.41936, -0.36836, -0.30621], [2.64734, 0.34953, -0.34471], [2.56463, 1.66711, -0.14552], [-3.28058, -0.81395, 1.45421], [-2.91026, 0.59172, 1.58506], [-2.53942, -1.76330, 0.72739], [-1.71579, 1.06660, 1.00757], [-1.40486, -1.20910, 0.17080], [-0.93049, 0.09703, 0.30841], [0.33731, 0.47826, -0.05451], [3.68598, 2.65445, -0.27005], [3.62241, -0.05487, -0.29119], [-4.21357, -0.96356, 2.06200], [-3.51245, 1.18837, 2.20021], [-2.71357, -2.81066, 0.71857], [-1.42834, 2.10422, 1.09272], [-0.84915, -1.86962, -0.42379], [4.34533, 2.34962, -1.10952], [3.33630, 3.63504, -0.63779]], "forces_ev_per_angstrom": [[-1.0, 6.8, -7.6], [-2.3, 0.2, 0.3], [1.6, -1.5, 3.5], [-0.3, -4.2, 4.1], [0.2, -0.2, 0.4], [1.4, -1.9, -0.3], [0.8, 2.7, 1.2], [-1.5, 0.1, -1.3], [-1.1, 1.8, 1.4], [1.8, -2.8, -1.8], [-0.5, 3.4, 1.5], [-1.1, -1.9, 0.0], [0.8, -0.2, -0.7], [-2.5, 0.9, 1.7], [2.4, -0.1, -1.3], [-0.3, -0.5, -0.8], [0.5, -1.2, -0.5], [1.0, -0.7, -0.9], [-0.8, 0.9, 0.6], [-0.4, -0.5, -0.3], [0.1, 0.0, 0.1], [1.2, -0.7, -0.6], [-0.1, -0.2, 0.6], [0.0, -0.2, 0.8]], "charge": 0, "e_homo_ev": -8.43, "lumo_ev": 0.010, "multiplicity": 1, "fmax_ha_per_bohr": 0.200}